1.
Formula: C11H19F6N5O4S2
Source: OMol25
Level of theory: the ωB97M-V functional and the def2-TZVPD basis

Values from the calculation:
* gap between HOMO and LUMO: 9.38 eV
* energy above the lowest of the compared OMol25 structures with the same formula, charge and spin: 0.0 kcal/mol
* DFT total energy: -65327.6479 eV

Structure (XYZ):
```
47
Properties=species:S:1:pos:R:3:lowdin_charge:R:1
N -1.4050 2.1402 -1.5712 0.16
C -1.7784 0.9544 -1.7495 -0.55
N -1.7324 0.4004 -3.0769 0.09
N -2.2017 0.1745 -0.6171 0.01
C -0.9938 -0.6192 -0.1987 -0.21
C -0.3869 -0.0966 1.1226 -0.17
C 0.9152 0.7445 0.9260 -0.18
C 1.9984 -0.1201 0.2632 -0.22
N 3.3220 0.5802 0.0309 -0.26
S 4.2345 -0.4878 -0.9593 0.61
O 5.6173 -0.2553 -0.8166 -0.21
O 3.7228 -0.4930 -2.2729 -0.21
F 3.9437 -1.9367 -0.3795 -0.12
S 3.1237 2.1055 -0.7304 0.71
O 2.7660 3.1276 0.1955 -0.22
O 2.1189 2.0142 -1.7415 -0.24
C 4.6954 2.7116 -1.5487 -0.48
F 4.4270 3.9819 -1.8451 0.14
F 4.9550 2.1173 -2.6882 0.17
C 5.9553 2.7621 -0.5742 -0.60
F 5.7370 2.1475 0.5698 0.17
F 6.2593 4.0178 -0.2978 0.19
F 6.9884 2.2524 -1.2182 0.19
H -1.1435 2.4795 -2.5000 0.06
H -2.5887 0.5650 -3.5911 0.08
H -1.4392 -0.5690 -3.0963 0.07
H -2.8127 -0.5392 -1.0423 0.03
H -0.2924 -0.6083 -1.0492 0.10
H -1.2644 -1.6781 -0.0532 0.10
H -1.1098 0.6137 1.5554 0.11
H -0.2409 -0.8748 1.8892 0.10
H 0.6163 1.6305 0.3531 0.09
H 1.2756 1.0652 1.9149 0.12
H 1.6934 -0.5926 -0.6801 0.10
H 2.2146 -0.9424 0.9637 0.13
C -5.6533 -1.4777 2.6145 -0.11
C -5.1615 -2.9180 2.5188 -0.26
C -3.7876 -3.0345 1.8509 -0.17
C -3.8413 -2.5107 0.4755 -0.20
N -3.8849 -2.0989 -0.5849 0.17
H -5.7871 -1.0328 1.6271 0.07
H -6.6179 -1.4391 3.1213 0.07
H -4.9502 -0.8594 3.1766 0.08
H -5.8924 -3.5085 1.9620 0.11
H -5.1034 -3.3436 3.5225 0.11
H -3.4709 -4.0776 1.8165 0.12
H -3.0396 -2.4722 2.4131 0.12
```


2.
Formula: C11H19N2O2
Source: OMol25
Level of theory: the ωB97M-V functional and the def2-TZVPD basis

Values from the calculation:
* gap between HOMO and LUMO (spin up / spin down): 9.17 / 7.75 eV
* multiplicity: 3
* energy above the lowest of the compared OMol25 structures with the same formula, charge and spin: 15.9 kcal/mol
* charge: +1
* DFT total energy: -18777.8225 eV

Structure (XYZ):
```
34
Properties=species:S:1:pos:R:3:lowdin_charge:R:1
C -0.7897 1.9146 -0.1040 -0.16
C 0.3584 2.5338 0.1983 0.09
C -3.0609 1.5131 -0.3806 -0.08
C 2.2058 1.5633 -0.7557 -0.09
C 0.0531 -0.4713 0.1041 -0.08
C -2.4865 0.2655 0.2420 -0.54
C 2.4424 0.2362 0.0405 -0.49
C -2.8718 -0.9116 -0.6816 -0.02
C -2.8801 0.1195 1.6414 -0.02
C 2.8807 -0.8252 -0.8984 -0.03
C 3.6271 0.7120 1.0902 0.02
N -0.9901 0.5654 0.2849 0.08
N 1.2479 -0.0182 0.8591 0.06
O -2.0114 2.4931 -0.2838 0.04
O 1.5692 2.5020 0.0845 0.09
H -3.3283 1.4330 -1.4319 0.14
H -3.9386 1.9305 0.1886 0.17
H 3.2440 2.0098 -1.0739 0.18
H 1.6754 1.1982 -1.6335 0.13
H -0.4396 -1.2882 0.5238 0.11
H 0.3198 -0.6771 -0.9023 0.12
H -2.4534 -1.9270 -0.3325 0.11
H -2.6270 -0.7140 -1.7582 0.10
H -4.0099 -0.9241 -0.5884 0.12
H -2.8650 1.2291 2.0031 0.14
H -2.1094 -0.5047 2.2287 0.12
H -3.8862 -0.3132 1.8197 0.11
H 2.2289 -1.0919 -1.7028 0.08
H 3.1466 -1.7181 -0.2164 0.14
H 3.7372 -0.6552 -1.3965 0.05
H 4.2897 -0.1422 1.1798 0.07
H 3.2253 0.9425 2.0960 0.09
H 4.1875 1.5141 0.6868 0.06
H 1.3601 -0.5663 1.6014 0.07
```


3.
Formula: C11H20AsN2OPdS4Se
Source: OMol25
Level of theory: the ωB97M-V functional and the def2-TZVPD basis

Values from the calculation:
* gap between HOMO and LUMO (spin up / spin down): 6.57 / 6.57 eV
* energy above the lowest of the compared OMol25 structures with the same formula, charge and spin: 1.5 kcal/mol
* charge: -1
* DFT total energy: -189768.9621 eV

Structure (XYZ):
```
41
Properties=species:S:1:pos:R:3:lowdin_charge:R:1
Pd -0.2690 0.0290 0.3408 -0.04
S 3.2478 2.4744 2.4151 -0.09
As 2.7390 0.6116 1.6588 -0.45
S 1.7712 0.7030 -0.3573 0.07
S 0.7804 -0.2073 2.3350 0.02
S 4.3389 -0.8237 1.7843 -0.01
C -0.2133 3.7586 1.9783 -0.19
O 0.1324 3.7593 0.6025 -0.18
H 0.5823 4.1857 2.5938 0.05
H -0.4212 2.7489 2.3447 0.05
H -1.1160 4.3631 2.0835 0.07
H 0.8086 3.0804 0.4653 -0.02
N 3.2251 -3.1908 0.2213 -0.03
C 3.1719 -2.5263 -1.1176 -0.16
C 2.0220 -3.0440 -1.9679 -0.21
N 0.7555 -3.0066 -1.2531 -0.05
C 0.8328 -3.8435 -0.0632 -0.21
C 1.9073 -3.3731 0.8984 -0.16
H 3.7497 -2.4779 0.8641 -0.06
H 3.7241 -4.0734 0.1649 0.16
H 4.1478 -2.6631 -1.5845 0.13
H 3.0288 -1.4638 -0.9112 0.02
H 2.2035 -4.0739 -2.2969 0.11
H 1.9534 -2.4251 -2.8638 0.12
H 0.6204 -2.0476 -0.9314 0.03
H 1.0017 -4.8800 -0.3772 0.11
H -0.1245 -3.8120 0.4586 0.12
H 2.0687 -4.0572 1.7319 0.13
H 1.6422 -2.3971 1.3125 0.02
Se -2.3058 -0.3651 -0.8546 0.52
C -3.2981 1.2757 -0.8508 -0.67
C -4.6747 1.2243 -1.0628 -0.17
C -5.4319 2.3876 -1.0768 -0.12
C -4.8227 3.6208 -0.8905 -0.12
C -3.4493 3.6766 -0.6908 -0.09
C -2.6901 2.5158 -0.6683 -0.13
H -5.1523 0.2638 -1.2138 0.08
H -6.5022 2.3283 -1.2379 0.09
H -5.4119 4.5296 -0.9061 0.09
H -2.9532 4.6302 -0.5547 0.10
H -1.6193 2.5848 -0.5226 0.07
```


4.
Formula: C11H20BF2N4OPRhS2
Source: OMol25
Level of theory: the ωB97M-V functional and the def2-TZVPD basis

Values from the calculation:
* gap between HOMO and LUMO: 6.48 eV
* energy above the lowest of the compared OMol25 structures with the same formula, charge and spin: 57.8 kcal/mol
* charge: +1
* DFT total energy: -59814.7501 eV

Structure (XYZ):
```
43
Properties=species:S:1:pos:R:3:lowdin_charge:R:1
Rh -0.7620 1.0251 0.6854 0.65
S -2.7259 -0.1950 -0.2295 0.71
C -2.9765 -0.4940 1.4082 -1.01
S -2.0657 0.6007 2.4572 0.67
C -3.3651 -1.7943 1.9718 -0.35
C -2.6116 -2.8292 1.5756 -0.10
N -1.9365 -3.6520 1.0525 0.27
C -4.3304 -1.8935 3.0096 -0.20
N -5.1192 -1.9813 3.8414 0.18
F 1.6029 1.9339 2.0589 0.15
B 0.3901 2.3473 1.6612 -0.74
F 0.1314 3.6236 1.8419 0.21
N 1.0611 -3.4202 1.2149 -0.09
C 1.5786 -2.5097 2.2362 -0.18
C 0.7764 -1.2152 2.1695 -0.19
N 0.8092 -0.6142 0.8163 -0.08
C 0.5117 -1.5805 -0.2584 -0.19
C 1.3154 -2.8703 -0.1133 -0.19
H -0.9878 -3.9796 1.2581 0.09
H 1.4610 -4.3447 1.3147 0.13
H 2.6470 -2.2955 2.0865 0.13
H 1.4590 -2.9572 3.2220 0.13
H 1.1648 -0.4847 2.8763 0.12
H -0.2599 -1.4302 2.4264 0.08
H 1.7287 -0.2073 0.6680 0.13
H 0.7195 -1.1093 -1.2192 0.12
H -0.5505 -1.8218 -0.2201 0.06
H 2.3846 -2.6652 -0.2711 0.12
H 0.9927 -3.5832 -0.8716 0.13
C 0.5035 1.4376 -3.6336 -0.16
P 0.2650 2.6886 -2.3556 0.59
C 1.8704 3.3480 -1.8699 -0.15
C -0.7062 4.0178 -3.0738 -0.15
O -0.4445 2.0782 -1.1694 -0.48
H 0.8083 1.8878 -4.5780 0.06
H -0.4424 0.9124 -3.7643 0.06
H 1.2642 0.7267 -3.3110 0.05
H 2.4766 3.6052 -2.7380 0.07
H 2.3889 2.6052 -1.2639 0.06
H 1.7066 4.2394 -1.2633 0.07
H -0.1626 4.4856 -3.8947 0.07
H -0.9273 4.7623 -2.3099 0.07
H -1.6434 3.6027 -3.4441 0.07
```


5.
Formula: C11H20BrCrIN3O11P2
Source: OMol25
Level of theory: the ωB97M-V functional and the def2-TZVPD basis

Values from the calculation:
* gap between HOMO and LUMO (spin up / spin down): 8.04 / 8.26 eV
* multiplicity: 2
* energy above the lowest of the compared OMol25 structures with the same formula, charge and spin: 14.0 kcal/mol
* DFT total energy: -163875.5614 eV

Structure (XYZ):
```
50
Properties=species:S:1:pos:R:3:lowdin_charge:R:1
Cr -0.0348 0.1128 -0.4849 0.49
N -0.0258 -0.0171 1.6908 0.00
C 0.7346 0.8192 2.6341 -0.10
C 2.1867 0.6160 2.2618 -0.54
O 2.7629 -0.4072 2.5388 0.11
O 2.6858 1.6024 1.5357 0.06
H -1.0068 -0.0678 1.9534 0.10
H 0.3218 -0.9730 1.7593 0.10
H 0.5848 0.4778 3.6590 0.13
H 0.4409 1.8619 2.5442 0.11
C -3.4083 -3.6269 -1.4692 -0.05
C -2.3441 -2.5446 -1.3538 -0.59
O -1.7558 -2.3163 -2.6297 -0.09
P -3.0545 -0.9213 -0.8880 0.50
O -4.3698 -1.1496 -0.0382 -0.08
O -3.6487 -0.2853 -2.1894 -0.09
O -2.0901 -0.0383 -0.1413 -0.39
P -1.0804 -2.9596 -0.0877 0.37
O -1.9337 -2.6139 1.2779 -0.16
O -0.6915 -4.3749 -0.0750 -0.25
O -0.0382 -1.8685 -0.2562 -0.36
H -4.2019 -3.3172 -2.1498 0.09
H -3.8465 -3.8630 -0.5000 0.08
H -2.9279 -4.5221 -1.8605 0.09
H -0.7888 -2.3432 -2.5814 0.08
H -4.1474 -1.4616 0.8503 0.09
H -2.9386 -0.1531 -2.8493 0.03
H -1.9551 -3.4218 1.8081 0.09
N 4.5612 0.0018 0.1624 0.01
C 4.0774 -0.6634 -1.0497 -0.16
C 2.5582 -0.7376 -1.2383 -0.63
O 2.1120 -1.4592 -2.0992 0.05
O 1.8514 0.0526 -0.4568 -0.27
H 5.5280 0.2768 0.0378 0.09
H 4.5264 -0.6251 0.9594 0.08
H 3.3832 1.1924 0.9488 0.07
H 4.4392 -1.6885 -1.1549 0.12
H 4.4475 -0.1108 -1.9159 0.12
I 2.4254 2.8371 -1.8858 1.07
C 0.9239 3.1462 -0.4746 -0.71
C 0.8804 4.4389 0.0432 -0.13
C -0.1610 4.8114 0.8646 -0.04
C -1.1587 3.8856 1.1268 -0.04
C -1.0325 2.6223 0.5971 -0.13
N 0.0068 2.2248 -0.1649 -0.07
H 1.6586 5.1374 -0.2242 0.09
H -0.2044 5.8130 1.2715 0.12
H -2.0220 4.1284 1.7295 0.11
H -1.7902 1.8719 0.7687 0.10
Br -0.4396 0.6000 -2.8043 0.33
```


Please write out number 1 again, unchanged.
Formula: C11H19F6N5O4S2
Source: OMol25
Level of theory: the ωB97M-V functional and the def2-TZVPD basis

Values from the calculation:
* gap between HOMO and LUMO: 9.38 eV
* energy above the lowest of the compared OMol25 structures with the same formula, charge and spin: 0.0 kcal/mol
* DFT total energy: -65327.6479 eV

Structure (XYZ):
```
47
Properties=species:S:1:pos:R:3:lowdin_charge:R:1
N -1.4050 2.1402 -1.5712 0.16
C -1.7784 0.9544 -1.7495 -0.55
N -1.7324 0.4004 -3.0769 0.09
N -2.2017 0.1745 -0.6171 0.01
C -0.9938 -0.6192 -0.1987 -0.21
C -0.3869 -0.0966 1.1226 -0.17
C 0.9152 0.7445 0.9260 -0.18
C 1.9984 -0.1201 0.2632 -0.22
N 3.3220 0.5802 0.0309 -0.26
S 4.2345 -0.4878 -0.9593 0.61
O 5.6173 -0.2553 -0.8166 -0.21
O 3.7228 -0.4930 -2.2729 -0.21
F 3.9437 -1.9367 -0.3795 -0.12
S 3.1237 2.1055 -0.7304 0.71
O 2.7660 3.1276 0.1955 -0.22
O 2.1189 2.0142 -1.7415 -0.24
C 4.6954 2.7116 -1.5487 -0.48
F 4.4270 3.9819 -1.8451 0.14
F 4.9550 2.1173 -2.6882 0.17
C 5.9553 2.7621 -0.5742 -0.60
F 5.7370 2.1475 0.5698 0.17
F 6.2593 4.0178 -0.2978 0.19
F 6.9884 2.2524 -1.2182 0.19
H -1.1435 2.4795 -2.5000 0.06
H -2.5887 0.5650 -3.5911 0.08
H -1.4392 -0.5690 -3.0963 0.07
H -2.8127 -0.5392 -1.0423 0.03
H -0.2924 -0.6083 -1.0492 0.10
H -1.2644 -1.6781 -0.0532 0.10
H -1.1098 0.6137 1.5554 0.11
H -0.2409 -0.8748 1.8892 0.10
H 0.6163 1.6305 0.3531 0.09
H 1.2756 1.0652 1.9149 0.12
H 1.6934 -0.5926 -0.6801 0.10
H 2.2146 -0.9424 0.9637 0.13
C -5.6533 -1.4777 2.6145 -0.11
C -5.1615 -2.9180 2.5188 -0.26
C -3.7876 -3.0345 1.8509 -0.17
C -3.8413 -2.5107 0.4755 -0.20
N -3.8849 -2.0989 -0.5849 0.17
H -5.7871 -1.0328 1.6271 0.07
H -6.6179 -1.4391 3.1213 0.07
H -4.9502 -0.8594 3.1766 0.08
H -5.8924 -3.5085 1.9620 0.11
H -5.1034 -3.3436 3.5225 0.11
H -3.4709 -4.0776 1.8165 0.12
H -3.0396 -2.4722 2.4131 0.12
```


Please write out number 5 again, unchanged.
Formula: C11H20BrCrIN3O11P2
Source: OMol25
Level of theory: the ωB97M-V functional and the def2-TZVPD basis

Values from the calculation:
* gap between HOMO and LUMO (spin up / spin down): 8.04 / 8.26 eV
* multiplicity: 2
* energy above the lowest of the compared OMol25 structures with the same formula, charge and spin: 14.0 kcal/mol
* DFT total energy: -163875.5614 eV

Structure (XYZ):
```
50
Properties=species:S:1:pos:R:3:lowdin_charge:R:1
Cr -0.0348 0.1128 -0.4849 0.49
N -0.0258 -0.0171 1.6908 0.00
C 0.7346 0.8192 2.6341 -0.10
C 2.1867 0.6160 2.2618 -0.54
O 2.7629 -0.4072 2.5388 0.11
O 2.6858 1.6024 1.5357 0.06
H -1.0068 -0.0678 1.9534 0.10
H 0.3218 -0.9730 1.7593 0.10
H 0.5848 0.4778 3.6590 0.13
H 0.4409 1.8619 2.5442 0.11
C -3.4083 -3.6269 -1.4692 -0.05
C -2.3441 -2.5446 -1.3538 -0.59
O -1.7558 -2.3163 -2.6297 -0.09
P -3.0545 -0.9213 -0.8880 0.50
O -4.3698 -1.1496 -0.0382 -0.08
O -3.6487 -0.2853 -2.1894 -0.09
O -2.0901 -0.0383 -0.1413 -0.39
P -1.0804 -2.9596 -0.0877 0.37
O -1.9337 -2.6139 1.2779 -0.16
O -0.6915 -4.3749 -0.0750 -0.25
O -0.0382 -1.8685 -0.2562 -0.36
H -4.2019 -3.3172 -2.1498 0.09
H -3.8465 -3.8630 -0.5000 0.08
H -2.9279 -4.5221 -1.8605 0.09
H -0.7888 -2.3432 -2.5814 0.08
H -4.1474 -1.4616 0.8503 0.09
H -2.9386 -0.1531 -2.8493 0.03
H -1.9551 -3.4218 1.8081 0.09
N 4.5612 0.0018 0.1624 0.01
C 4.0774 -0.6634 -1.0497 -0.16
C 2.5582 -0.7376 -1.2383 -0.63
O 2.1120 -1.4592 -2.0992 0.05
O 1.8514 0.0526 -0.4568 -0.27
H 5.5280 0.2768 0.0378 0.09
H 4.5264 -0.6251 0.9594 0.08
H 3.3832 1.1924 0.9488 0.07
H 4.4392 -1.6885 -1.1549 0.12
H 4.4475 -0.1108 -1.9159 0.12
I 2.4254 2.8371 -1.8858 1.07
C 0.9239 3.1462 -0.4746 -0.71
C 0.8804 4.4389 0.0432 -0.13
C -0.1610 4.8114 0.8646 -0.04
C -1.1587 3.8856 1.1268 -0.04
C -1.0325 2.6223 0.5971 -0.13
N 0.0068 2.2248 -0.1649 -0.07
H 1.6586 5.1374 -0.2242 0.09
H -0.2044 5.8130 1.2715 0.12
H -2.0220 4.1284 1.7295 0.11
H -1.7902 1.8719 0.7687 0.10
Br -0.4396 0.6000 -2.8043 0.33
```